Record 1
{
  "formula": "C10H11ClN2O",
  "method": "ωB97M-V/def2-TZVPD",
  "relative_energy_kcal_mol": 0.2,
  "multiplicity": 1,
  "symbols": ["C", "N", "C", "C", "N", "C", "O", "C", "C", "C", "Cl", "C", "C", "C", "H", "H", "H", "H", "H", "H", "H", "H", "H", "H", "H"],
  "positions_angstrom": [[0.52930, 0.01109, -2.18075], [0.66951, 1.08091, -1.15519], [1.03633, 2.40503, -1.67033], [-0.21077, 1.14104, 0.03515], [-1.59784, 1.43687, -0.40376], [-2.53712, 0.59676, -0.09295], [-2.42393, -0.60086, 0.57441], [-1.20107, -0.93424, 0.99707], [-1.05643, -2.08451, 1.78304], [0.20399, -2.45491, 2.30919], [0.40641, -3.90626, 3.27303], [1.30487, -1.64238, 1.98500], [1.18050, -0.53099, 1.15060], [-0.08955, -0.15775, 0.73609], [0.58514, -0.96044, -1.75602], [-0.40139, 0.06801, -2.68205], [1.29035, 0.08271, -2.96805], [0.27819, 2.71074, -2.42107], [2.02721, 2.35700, -2.15477], [1.02851, 3.13671, -0.84316], [0.10040, 1.97954, 0.66954], [-3.52467, 0.85492, -0.44200], [-1.90710, -2.73008, 2.01953], [2.27195, -1.92898, 2.39488], [2.03719, 0.07007, 0.84255]],
  "forces_ev_per_a": [[0.3, 1.6, 0.8], [1.0, 0.5, 0.6], [-0.7, -0.6, -0.5], [-0.4, -0.5, -2.6], [-1.5, -1.7, 1.3], [2.4, 1.7, -0.9], [-1.7, 1.0, -0.7], [1.9, -0.9, 1.3], [0.3, -1.1, 0.7], [-0.6, 1.4, -1.2], [-0.2, 0.7, -0.4], [0.5, -0.6, 0.2], [-0.4, -0.9, 1.0], [0.3, 0.3, 0.1], [0.2, -0.8, 0.6], [-1.3, 0.2, -0.7], [0.1, 0.3, 0.5], [0.4, 0.3, 0.2], [-0.4, 0.1, 0.2], [0.2, -0.3, -0.5], [0.2, -0.2, -0.2], [-0.4, -0.6, 0.2], [0.1, 0.4, -0.2], [-0.1, 0.1, -0.2], [-0.3, -0.2, 0.2]],
  "lowdin_charge": [-0.053, -0.223, -0.095, -0.296, 0.138, -0.137, 0.059, -0.229, -0.003, -0.636, 0.645, -0.098, -0.011, -0.144, 0.066, 0.060, 0.089, 0.081, 0.080, 0.082, 0.148, 0.126, 0.121, 0.102, 0.129]
}

Record 2
{
  "formula": "C10H11ClO2",
  "method": "ωB97M-V/def2-TZVPD",
  "relative_energy_kcal_mol": 38.7,
  "multiplicity": 1,
  "symbols": ["C", "C", "C", "C", "C", "C", "O", "C", "Cl", "C", "C", "C", "O", "H", "H", "H", "H", "H", "H", "H", "H", "H", "H", "H"],
  "positions_angstrom": [[-2.40674, 2.03974, 0.01174], [-1.56455, 0.97562, -0.04310], [-0.15305, 0.96419, 0.21500], [0.60640, 2.11724, 0.67957], [0.34967, -0.27881, -0.04102], [1.79024, -0.93897, 0.51899], [1.62486, -2.02524, 0.97555], [3.35743, -0.49870, 0.49286], [3.67654, 0.51112, -0.98249], [-0.78179, -1.17548, -0.43331], [-0.57834, -2.58179, -0.80705], [-1.92974, -0.45424, -0.36790], [-3.17630, -0.98374, -0.57604], [-3.48797, 1.97169, -0.23469], [-1.99040, 3.03476, 0.15956], [0.79151, 2.83009, -0.11959], [1.43223, 1.78539, 1.24660], [0.24569, 2.90835, 1.24232], [4.01283, -1.38730, 0.64153], [3.63394, 0.16991, 1.35798], [-1.59200, -3.03304, -0.82786], [0.07771, -2.99820, -0.20103], [-0.22632, -2.58398, -1.82033], [-3.71184, -0.36861, -1.08729]],
  "forces_ev_per_a": [[0.5, -0.9, -0.6], [-2.9, -0.2, -0.2], [1.3, -0.7, 0.0], [0.6, 0.5, -1.2], [1.6, 0.6, 1.3], [-0.7, 0.8, -1.1], [0.0, -0.9, 0.7], [-1.2, 1.5, 0.6], [0.1, -0.7, 0.5], [0.0, 1.0, 0.6], [-4.4, 1.8, -2.7], [1.3, 0.0, -0.2], [0.1, 0.4, 0.0], [0.9, -0.1, 0.3], [-0.2, -0.2, 0.2], [1.3, -0.6, -1.0], [1.5, -0.1, 0.0], [-2.2, 0.7, 2.2], [-0.8, 0.5, -0.9], [-0.7, -0.6, -0.8], [0.8, -0.3, 0.2], [2.7, -2.4, 2.7], [0.4, -0.3, -0.7], [0.0, 0.0, 0.0]],
  "lowdin_charge": [0.134, -0.183, -0.228, -0.045, 0.013, -0.287, 0.072, -0.477, 0.511, -0.168, -0.010, -0.226, 0.056, 0.079, 0.067, 0.100, 0.067, 0.055, 0.086, 0.074, 0.105, 0.010, 0.093, 0.102]
}

Record 3
{
  "formula": "C10H11F6N3O5S",
  "method": "ωB97M-V/def2-TZVPD",
  "multiplicity": 1,
  "symbols": ["C", "C", "O", "N", "C", "N", "C", "O", "O", "S", "O", "O", "F", "C", "F", "F", "C", "F", "F", "F", "H", "H", "H", "H", "H", "H", "C", "C", "C", "N", "C", "H", "H", "H", "H", "H"],
  "positions_angstrom": [[3.30665, -2.65112, 0.66651], [3.57452, -1.80735, -0.59582], [3.78852, -2.33465, -1.62816], [3.56489, -0.37828, -0.40547], [4.05987, 0.32872, -1.60078], [2.31292, 0.07746, 0.05417], [1.39301, 0.36721, -0.98790], [1.03599, 1.40610, -1.34102], [0.84271, -0.80508, -1.62564], [-0.49996, -1.33896, -0.89874], [-0.14358, -2.09504, 0.24638], [-1.29637, -2.10536, -1.77646], [-1.38249, -0.09785, -0.48270], [2.41975, 1.12709, 1.03879], [3.29165, 0.70639, 1.96545], [2.90308, 2.29930, 0.57320], [1.05894, 1.43701, 1.78844], [0.29394, 0.35899, 1.82959], [0.45328, 2.48459, 1.27123], [1.34111, 1.74566, 3.05578], [3.97050, -2.29064, 1.47267], [3.45035, -3.71692, 0.46529], [2.27531, -2.42400, 0.98791], [3.64919, -0.05207, -2.55490], [5.14723, 0.13958, -1.64950], [3.93727, 1.41844, -1.55547], [-5.82838, 1.83744, 0.68023], [-4.49086, 1.38147, 0.54034], [-4.53718, 0.17337, -0.10378], [-5.84954, -0.12011, -0.35421], [-6.64256, 0.89129, 0.11606], [-6.15498, 2.75531, 1.14126], [-3.59699, 1.88359, 0.87408], [-3.75441, -0.50118, -0.40355], [-6.17972, -0.94965, -0.81309], [-7.71370, 0.84925, 0.00977]],
  "forces_ev_per_a": [[-0.2, 1.4, 0.1], [-0.8, -1.1, 2.9], [0.8, 0.0, -1.9], [0.1, -0.1, -1.3], [1.0, 0.1, -0.6], [-0.4, 0.4, -0.3], [0.5, -1.9, 0.7], [-0.8, 2.3, -0.6], [-1.0, 0.7, 1.0], [-1.0, -3.5, 0.5], [0.8, 1.5, 0.9], [0.1, 1.2, -1.6], [1.6, -0.2, -0.4], [0.1, 0.1, 0.6], [-0.1, -0.2, -0.1], [0.0, -0.1, -0.2], [1.1, 0.1, 0.8], [-0.5, -0.1, -0.5], [-0.6, -0.1, -0.5], [0.2, 0.1, 0.1], [-0.2, -0.3, -0.3], [-0.1, 0.4, -0.1], [0.3, -0.4, 0.0], [-0.1, 0.1, 0.5], [-0.5, 0.1, 0.0], [-0.2, -0.4, 0.4], [-0.1, 0.0, 0.0], [0.1, 0.0, 0.0], [0.0, -0.1, 0.0], [0.0, 0.1, 0.0], [-0.1, -0.1, 0.0], [0.0, 0.0, 0.0], [0.0, 0.0, 0.0], [-0.1, 0.0, 0.0], [0.0, 0.0, 0.0], [0.0, 0.0, 0.0]],
  "lowdin_charge": [0.025, -0.464, 0.138, -0.041, -0.025, 0.070, -0.482, 0.266, -0.064, 0.621, -0.210, -0.197, -0.106, -0.414, 0.161, 0.153, -0.556, 0.185, 0.201, 0.178, 0.089, 0.090, 0.067, 0.102, 0.108, 0.098, -0.113, -0.110, -0.142, 0.004, -0.144, 0.089, 0.088, 0.088, 0.145, 0.104]
}

Record 4
{
  "formula": "C10H11N",
  "method": "ωB97M-V/def2-TZVPD",
  "relative_energy_kcal_mol": 62.8,
  "multiplicity": 1,
  "symbols": ["C", "C", "C", "C", "N", "C", "C", "C", "C", "C", "C", "H", "H", "H", "H", "H", "H", "H", "H", "H", "H", "H"],
  "positions_angstrom": [[0.58671, -1.53278, -1.92414], [0.06730, -1.29453, -0.54281], [0.88417, -1.85623, 0.45312], [1.04185, -0.91534, 1.47340], [0.34581, 0.20396, 1.14674], [0.40559, 1.39031, 1.76570], [-0.05889, 2.54433, 1.16875], [-0.62191, 2.57968, -0.17968], [-0.71054, 1.41266, -0.85179], [-0.43224, 0.05850, -0.08748], [-1.42033, -1.05296, -0.18299], [-0.08942, -1.18452, -2.66009], [0.83527, -2.70866, -2.06932], [1.47356, -0.92268, -1.96131], [1.31314, -2.78373, 0.40569], [1.55419, -1.07917, 2.37609], [0.84749, 1.37413, 2.70202], [-0.10481, 3.43499, 1.82909], [-0.74337, 3.54965, -0.75426], [-1.16627, 1.31140, -1.86240], [-2.19855, -0.98016, -0.97577], [-1.80877, -1.54884, 0.73146]],
  "forces_ev_per_a": [[0.4, -2.6, 0.3], [-2.4, -0.1, -3.0], [0.6, 3.4, 4.2], [-0.7, -3.1, -3.0], [-1.1, 0.9, -0.2], [-1.4, 2.3, -2.1], [0.0, 0.1, 1.7], [1.0, -0.2, -1.0], [-0.2, -1.6, 0.5], [0.4, 1.9, -0.2], [-0.6, -1.0, 0.4], [-0.7, 0.1, -1.0], [-0.5, 2.9, 0.1], [0.7, -0.2, -0.5], [1.1, -2.1, -0.1], [0.5, 0.3, 1.0], [0.7, 0.2, 1.8], [0.2, -0.6, -0.8], [-0.2, -1.2, 1.1], [0.7, 0.2, 0.8], [1.0, 0.1, 0.5], [0.4, 0.4, -0.6]],
  "lowdin_charge": [-0.027, -0.454, -0.030, -0.018, -0.042, -0.080, -0.095, -0.119, 0.004, -0.270, 0.005, 0.055, 0.139, 0.079, 0.080, 0.109, 0.100, 0.095, 0.119, 0.111, 0.120, 0.121]
}

Number 1: gap between HOMO and LUMO 0.335 Ha. Number 2: gap between HOMO and LUMO 0.277 Ha. Number 3: gap between HOMO and LUMO 0.288 Ha. Number 4: gap between HOMO and LUMO 0.289 Ha.